No. 1
16
Properties=species:S:1:pos:R:3 method="wB97M-V/def2-TZVPD" smiles="CCNC(N)=[NH2+]" relative_energy_kcal_mol=30.0 total_charge=+1 largest_force_ev_per_a=3.812 homo_ev=-15.08 energy_ev=-7736.96243
C 0.79117 -1.69954 -0.26071
C 1.43614 -0.36431 -0.47762
N 0.68865 0.61719 0.41526
C -0.59183 0.82530 0.27661
N -1.44698 1.05757 1.34693
N -1.33908 0.78601 -0.82704
H -0.17730 -1.94139 -0.81730
H 1.59349 -2.30784 -0.90433
H 0.69773 -1.97060 0.81130
H 1.19599 0.05168 -1.49375
H 2.54035 -0.31747 -0.15698
H 1.10637 0.58836 1.35438
H -0.98529 1.36481 2.20657
H -2.24696 1.65999 1.07962
H -2.18356 1.30648 -0.86703
H -1.07890 0.34378 -1.68591



No. 2
16
Properties=species:S:1:pos:R:3 method="wB97M-V/def2-TZVPD" relative_energy_kcal_mol=96.0 total_charge=+1 largest_force_ev_per_a=4.318 homo_ev=-13.07 energy_ev=-7734.09984
C 0.89063 1.38809 0.21660
C -0.42539 -0.99659 0.41082
C -0.86535 0.26379 -0.29994
N 1.94653 0.70108 -0.03662
N -1.98107 0.99859 -0.01822
N 0.76594 -1.59668 -0.15617
H 0.73796 2.47231 0.59750
H -0.38245 -0.82387 1.46329
H -1.26847 -1.67361 0.30120
H -0.57125 0.07773 -1.37883
H 2.93356 1.08551 0.05821
H -2.49214 1.33588 -0.73600
H -2.49957 1.25481 0.92055
H 0.54136 -1.67408 -1.10576
H 0.87523 -2.58238 0.18459
H 1.79447 -0.23058 -0.42123



No. 3
17
Properties=species:S:1:pos:R:3 method="wB97M-V/def2-TZVPD" relative_energy_kcal_mol=76.4 total_charge=+1 largest_force_ev_per_a=3.988 homo_ev=-11.75 energy_ev=-9782.98531
C 0.93074 -1.17428 0.48927
C 0.05089 -2.34720 0.10753
C -0.69893 1.54921 -0.25066
N 1.90191 -0.75749 -0.26452
N -1.64530 1.55379 -1.11446
N -0.47301 2.59641 0.58641
O 0.76067 -0.70796 1.68091
H 0.33918 -2.85136 -0.77140
H -0.88604 -1.84930 -0.40447
H -0.08766 -3.09285 0.90543
H 2.07117 -1.28730 -1.10151
H 2.58839 -0.03641 -0.09869
H -1.59563 0.75319 -1.69611
H -2.40272 2.27192 -1.42522
H -0.21754 -0.67054 1.87640
H -1.04086 3.39079 0.50701
H 0.40474 2.65939 0.97407



No. 4
17
Properties=species:S:1:pos:R:3 method="wB97M-V/def2-TZVPD" relative_energy_kcal_mol=48.4 total_charge=+1 largest_force_ev_per_a=1.535 homo_ev=-13.43 energy_ev=-9784.20004
N 1.14424 1.47969 1.32674
C 1.38840 1.21047 0.07749
N 2.56730 0.99765 -0.44232
H 1.92186 1.52529 1.98464
H 0.25044 1.67765 1.75738
H 0.56691 1.20291 -0.62929
H 2.69252 0.59639 -1.36703
H 3.37134 0.89196 0.16544
O -0.45901 -0.44325 -2.16799
C -1.25797 -0.30755 -1.28715
C -1.84647 -1.41616 -0.47186
N -1.60397 -1.14594 0.94225
H -1.61327 0.69861 -0.99098
H -2.91680 -1.39764 -0.71346
H -1.51711 -2.39952 -0.81826
H -2.06916 -1.85068 1.50785
H -0.61926 -1.31990 1.12654



No. 5
17
Properties=species:S:1:pos:R:3 method="wB97M-V/def2-TZVPD" relative_energy_kcal_mol=27.1 total_charge=+1 largest_force_ev_per_a=1.232 homo_ev=-14.68 energy_ev=-9785.12696
C 1.52997 -0.78694 -1.99276
N 0.83126 -0.64617 -0.70758
C 1.39796 -0.88423 0.44669
N 0.78539 -0.95464 1.62295
H 1.34613 0.11340 -2.57317
H 1.09812 -1.61984 -2.54392
H 2.57878 -0.97408 -1.78216
H -0.03996 -0.10759 -0.72472
H 2.45860 -1.10355 0.35550
H 0.03544 -0.29031 1.83494
H 1.38184 -1.28031 2.37288
C -1.91904 0.94878 0.27713
N -0.96373 1.45565 1.15168
O -1.72802 0.81154 -0.89801
H -2.80969 0.57231 0.80326
H -0.33384 2.11420 0.70737
H -1.37441 1.81870 2.00624



No. 6
17
Properties=species:S:1:pos:R:3 method="wB97M-V/def2-TZVPD" relative_energy_kcal_mol=122.5 total_charge=+1 largest_force_ev_per_a=3.975 homo_ev=-13.24 energy_ev=-9780.98618
C -3.22909 1.54432 0.85957
C -2.30142 0.82883 0.06899
C 0.85267 -1.41405 -1.52122
N 0.38917 -0.90220 -0.43266
N 2.14336 -1.32331 -1.93913
N 1.53160 0.57941 1.63841
O -3.09760 1.51717 -0.59159
H -3.98089 0.83883 1.27717
H -3.28115 2.50621 1.20324
H 0.42308 -2.06339 -2.24459
H 1.03306 -0.45284 0.27171
H -0.60010 -0.67846 -0.31812
H 2.43643 -2.00190 -2.64057
H 2.88572 -0.94929 -1.35780
H 0.99681 1.40528 1.86513
H 1.30241 -0.25110 2.36524
H 2.49595 0.81649 1.49622



No. 7
17
Properties=species:S:1:pos:R:3 method="wB97M-V/def2-TZVPD" relative_energy_kcal_mol=69.0 total_charge=+1 largest_force_ev_per_a=1.872 homo_ev=-13.49 energy_ev=-9783.30855
O 2.12679 1.81916 -0.84705
C 1.34201 1.07876 -0.27272
C 0.38806 0.19948 -1.05672
N 0.55625 0.46302 -2.49757
H 1.25828 0.98696 0.79814
H 0.67781 -0.83861 -0.85763
H -0.64883 0.32796 -0.77214
H -0.34325 0.59755 -2.93971
H 1.04432 1.36037 -2.60866
H 1.15617 -0.25571 -2.91406
N -2.39969 -1.51919 1.14005
C -1.36777 -1.21680 2.07178
N -0.31323 -0.54302 1.80304
H -3.29924 -1.21953 1.54894
H -2.61467 -2.53377 1.23414
H -1.55704 -1.69812 3.06234
H 0.23500 -0.45468 2.65238



No. 8
17
Properties=species:S:1:pos:R:3 method="wB97M-V/def2-TZVPD" relative_energy_kcal_mol=0.0 total_charge=+2 spin_multiplicity=2 largest_force_ev_per_a=2.781 homo_ev="-17.79 / -17.78" s2=0.77 energy_ev=-9771.53220
C 1.60978 -1.29193 -0.43481
C 0.29355 -0.96394 -0.54582
N -0.54398 -0.98610 0.65469
N 2.45357 -1.31956 -1.48002
H 2.06719 -1.57604 0.50826
H -0.28394 -0.73918 -1.43766
H -1.12707 -1.83913 0.68527
H 0.02230 -1.11370 1.50811
H -1.15137 -0.10783 0.73457
H 2.18387 -0.79765 -2.32293
H 3.46313 -1.31905 -1.28950
C -1.05834 2.23253 0.11922
N -1.87270 1.52650 1.02386
O -1.24786 2.21134 -1.05436
H -0.20968 2.72900 0.61464
H -2.84307 1.52015 0.73045
H -1.75540 1.83457 1.98605